Computed, not measured: C5H10O in the gas phase, with wB97M-V/def2-TZVPD.

Its energy relative to the best compared isomer or geometry (same formula, charge and spin) is 114.1 kJ/mol. Its SMILES is C=C[C@@H](C)CO. Its total energy is -271.709169 hartree. As for the frontier orbital gap: 11.0945 eV. The value obtained for the HOMO energy is -10.0 eV. The calculation puts the strongest force on any atom at 0.4 eV Å⁻¹.

Last column: Löwdin charge in e.
Atoms and positions in Å:
1 C -1.46861 0.90817 0.79579  0.00
2 C -0.27273 0.42876 1.13074  -0.16
3 C 0.55007 -0.48095 0.24565  -0.35
4 C -0.25194 -1.67533 -0.28402  -0.08
5 C 1.12264 0.41262 -0.90161  -0.23
6 O 1.10956 1.79011 -0.60565  -0.08
7 H -1.96580 1.66723 1.39170  0.06
8 H -1.97778 0.58194 -0.10956  0.07
9 H 0.22535 0.81482 2.01871  0.11
10 H 1.38754 -0.87219 0.83700  0.13
11 H -0.66630 -2.26035 0.54443  0.08
12 H 0.36875 -2.34649 -0.88803  0.08
13 H -1.09030 -1.35017 -0.91135  0.07
14 H 0.55914 0.21407 -1.82834  0.12
15 H 2.17003 0.16810 -1.09220  0.12
16 H 0.20039 1.99964 -0.34325  0.06